Record 1
Formula: C12H14BCl3N6O2Sn
Source: the Open Molecules 2025 dataset
Level of theory: wB97M-V/def2-TZVPD

Each line ends with the natural charge from an NBO analysis.
Cartesian coordinates (Å):
H1 -0.506 2.939 1.627  0.267
N1 -0.062 1.687 -0.031  -0.421
B1 0.636 0.742 -2.330  0.553
N2 0.468 1.913 -1.284  -0.316
C1 0.705 3.229 -1.412  0.018
Sn1 -0.672 -0.285 0.594  1.385
H2 1.109 3.622 -2.333  0.225
C2 0.333 3.862 -0.234  -0.350
H3 0.397 4.905 -0.005  0.234
C3 -0.152 2.866 0.613  0.021
H4 1.122 1.131 -3.355  -0.022
C4 -1.896 -2.343 2.028  -0.901
H5 -2.205 -2.419 3.080  0.223
H6 -0.907 -2.809 1.921  0.211
H7 -2.620 -2.847 1.375  0.206
N3 -0.794 0.155 -2.515  -0.319
N4 1.477 -0.402 -1.655  -0.300
N5 -1.494 -0.336 -1.444  -0.414
N6 1.120 -0.901 -0.423  -0.419
C5 -1.546 0.047 -3.623  0.012
C6 2.595 -1.026 -2.057  0.020
H8 -1.152 0.384 -4.574  0.225
H9 3.046 -0.766 -3.004  0.229
C7 -2.758 -0.532 -3.271  -0.348
C8 2.963 -1.952 -1.084  -0.345
C9 -2.701 -0.763 -1.893  -0.004
C10 2.014 -1.844 -0.061  0.019
H10 -3.580 -0.760 -3.935  0.235
H11 3.805 -2.617 -1.103  0.237
H12 -3.440 -1.189 -1.223  0.232
H13 1.955 -2.354 0.893  0.248
H14 -1.919 -1.206 1.808  0.189
Cl1 1.216 1.171 5.731  0.050
C11 0.883 -0.191 4.666  -0.191
Cl2 2.341 -1.177 4.416  0.029
Cl3 -0.443 -1.240 5.304  0.011
C12 0.362 0.366 3.282  0.749
O1 -0.330 1.386 3.221  -0.649
O2 0.629 -0.446 2.291  -0.832

Summary:
max |F|	3.5	eV Å⁻¹
HOMO-LUMO gap	7.23	eV
HOMO level	-6.72	eV
E_LUMO	0.51	eV

***

Record 2
Formula: C12H14BF3FeN6O2
Source: the Open Molecules 2025 dataset
Level of theory: wB97M-V/def2-TZVPD

Each line ends with the Löwdin spin population.
Cartesian coordinates (Å):
H1 -2.692 2.078 0.752  0.000
N1 -1.701 0.324 0.129  0.015
B1 -1.072 -1.943 -0.810  0.000
N2 -2.097 -0.818 -0.491  0.001
C1 -3.431 -0.764 -0.739  0.005
Fe1 0.396 0.537 0.659  3.842
H2 -3.933 -1.595 -1.233  0.000
C2 -3.915 0.455 -0.264  0.002
H3 -4.940 0.821 -0.301  0.000
C3 -2.785 1.103 0.274  0.006
H4 -1.625 -2.868 -1.360  0.000
C4 2.399 0.694 1.144  -0.072
H5 2.636 1.648 1.642  0.006
H6 3.002 0.613 0.222  -0.001
H7 2.675 -0.138 1.816  0.005
N3 -0.424 -2.416 0.520  0.006
N4 0.036 -1.357 -1.727  0.001
N5 0.245 -1.539 1.311  0.073
N6 0.784 -0.301 -1.317  0.012
C5 -0.420 -3.646 1.096  0.004
C6 0.416 -1.726 -2.978  0.005
H8 -0.912 -4.486 0.606  0.001
H9 -0.075 -2.561 -3.478  0.000
C7 0.276 -3.562 2.301  0.003
C8 1.444 -0.879 -3.391  0.002
C9 0.673 -2.213 2.391  0.006
C10 1.637 0.002 -2.309  0.006
H10 0.467 -4.362 3.015  0.000
H11 1.976 -0.896 -4.341  0.000
H12 1.235 -1.694 3.168  0.000
H13 2.334 0.831 -2.192  0.000
H14 0.107 1.148 2.073  -0.081
F1 1.489 5.660 1.321  0.001
C11 1.144 4.785 0.304  0.004
F2 0.005 5.250 -0.324  0.000
F3 2.183 4.724 -0.604  0.001
C12 0.900 3.424 0.870  0.007
O1 1.027 3.254 2.166  0.010
O2 0.538 2.416 0.079  0.130

Summary:
max |F|	7.2	eV Å⁻¹
⟨S²⟩	6.142
HOMO-LUMO gap (alpha / beta)	7.36 / 8.68	eV
HOMO level (alpha / beta)	-8.70 / -9.61	eV
E_LUMO (alpha / beta)	-1.34 / -0.92	eV
2S+1	5

***

Record 3
Formula: C12H14BN
Source: the Open Molecules 2025 dataset
Level of theory: wB97M-V/def2-TZVPD

Each line ends with the natural charge from an NBO analysis.
Cartesian coordinates (Å):
C1 -2.836 1.716 0.034  -0.514
C2 -2.356 1.278 -1.126  0.064
C3 -1.726 2.260 -2.086  -0.656
C4 -2.195 -0.172 -1.522  -0.700
B1 -0.784 -0.745 -0.624  0.765
C5 -0.083 -2.067 -1.078  -0.500
C6 0.971 -2.402 -0.313  -0.124
C7 1.540 -1.523 0.721  -0.145
C8 2.668 -1.864 1.421  -0.151
C9 3.341 -0.912 2.141  -0.255
C10 2.799 0.376 2.247  -0.185
C11 1.560 0.688 1.665  -0.246
C12 0.924 -0.313 0.900  0.197
N1 -0.285 0.049 0.369  -0.795
H1 -3.379 0.966 0.620  0.210
H2 -2.596 2.798 0.292  0.208
H3 -0.668 1.960 -2.248  0.215
H4 -2.156 2.324 -3.105  0.222
H5 -1.902 3.269 -1.756  0.213
H6 -2.906 -0.832 -1.258  0.229
H7 -1.876 -0.287 -2.571  0.223
H8 -0.356 -2.707 -1.880  0.220
H9 1.128 -3.424 -0.360  0.202
H10 2.982 -2.919 1.267  0.216
H11 4.227 -1.223 2.744  0.219
H12 3.466 1.104 2.879  0.220
H13 1.142 1.659 1.915  0.216
H14 -0.643 0.946 0.713  0.433

Summary:
max |F|	5.2	eV Å⁻¹
HOMO-LUMO gap	9.29	eV
HOMO level	-8.61	eV
SMILES	C=C(C)CB1C=Cc2ccccc2N1
E_LUMO	0.68	eV

***

Record 4
Formula: C12H14BrN3O4
Source: the Open Molecules 2025 dataset
Level of theory: wB97M-V/def2-TZVPD

Each line ends with the natural charge from an NBO analysis.
Cartesian coordinates (Å):
C1 2.525 1.939 -1.587  -0.617
C2 1.700 1.272 -0.474  0.057
C3 0.415 0.769 -1.105  -0.082
O1 -0.329 -0.110 -0.184  -0.527
C4 -1.474 -0.736 -0.661  0.772
O2 -1.893 -0.521 -1.832  -0.599
C5 -2.143 -1.584 0.287  -0.049
C6 -3.498 -1.843 0.299  -0.217
C7 -3.780 -2.506 1.543  -0.180
Br1 -5.387 -3.137 2.379  0.073
C8 -2.531 -2.721 2.168  -0.050
N1 -1.596 -2.201 1.371  -0.461
C9 1.320 2.220 0.695  -0.410
C10 2.600 2.655 1.494  -0.199
C11 2.211 3.561 2.667  0.784
O3 1.298 4.386 2.540  -0.589
O4 2.909 3.360 3.791  -0.656
N2 3.528 1.520 1.765  -0.545
C12 3.430 0.422 1.048  0.304
N3 2.414 0.212 0.091  -0.612
H1 1.935 2.748 -1.901  0.218
H2 2.748 1.202 -2.458  0.219
H3 3.476 2.391 -1.224  0.227
H4 0.686 0.182 -2.023  0.193
H5 -0.233 1.494 -1.711  0.238
H6 -4.135 -1.610 -0.559  0.256
H7 -2.319 -3.164 3.104  0.226
H8 -0.546 -2.130 1.645  0.439
H9 0.556 1.865 1.458  0.243
H10 0.943 3.167 0.260  0.239
H11 3.085 3.312 0.866  0.217
H12 3.354 2.481 3.584  0.512
H13 4.073 -0.366 1.220  0.188
H14 2.650 -0.537 -0.563  0.388

Summary:
max |F|	5.6	eV Å⁻¹
HOMO-LUMO gap	9.07	eV
HOMO level	-8.88	eV
SMILES	C[C@]1(COC(=O)c2cc(Br)c[nH]2)C[C@@H](C(=O)O)N=CN1
E_LUMO	0.19	eV

***

Record 5
Formula: C12H14ClIMoN2O4
Source: the Open Molecules 2025 dataset
Level of theory: wB97M-V/def2-TZVPD

Each line ends with the Löwdin spin population.
Cartesian coordinates (Å):
C1 -1.463 2.041 4.805  -0.008
C2 -2.381 3.032 4.092  -0.004
H1 -2.012 1.151 5.121  0.000
H2 -1.023 2.488 5.702  -0.001
H3 -0.648 1.713 4.153  -0.004
H4 -2.679 2.673 3.105  -0.001
H5 -3.291 3.208 4.673  -0.001
H6 -1.887 3.999 3.961  0.000
C3 1.371 -2.911 0.277  0.031
C4 1.455 -4.209 -0.214  -0.003
C5 1.030 -4.500 -1.511  0.025
C6 0.457 -3.476 -2.260  -0.001
H7 1.618 -2.633 1.301  0.004
H8 1.834 -5.007 0.427  0.000
H9 1.121 -5.502 -1.927  0.001
H10 0.009 -3.654 -3.236  0.000
N1 0.925 -1.873 -0.497  0.015
C7 0.425 -2.166 -1.747  0.017
C8 -0.193 -1.039 -2.420  0.010
N2 -0.160 0.128 -1.685  -0.001
C9 -0.764 1.259 -2.174  0.021
C10 -1.324 0.115 -4.210  0.015
C11 -1.337 1.272 -3.431  -0.002
H11 -0.746 2.136 -1.532  0.002
H12 -1.771 2.204 -3.788  0.000
C12 -0.794 -1.062 -3.693  0.001
H13 -0.808 -1.994 -4.263  0.000
H14 -1.711 0.147 -5.226  0.001
Mo1 0.877 0.120 0.141  2.360
I1 -0.891 -0.172 2.014  -0.522
O1 2.821 3.200 2.084  0.001
Cl1 3.008 2.522 0.831  0.006
O2 3.782 3.302 -0.090  -0.004
O3 3.566 1.185 1.020  -0.003
O4 1.583 2.303 0.197  0.047

Summary:
max |F|	3.0	eV Å⁻¹
⟨S²⟩	2.455
HOMO-LUMO gap (alpha / beta)	5.01 / 6.82	eV
HOMO level (alpha / beta)	-16.52 / -16.55	eV
E_LUMO (alpha / beta)	-11.50 / -9.72	eV
net charge	+2
2S+1	3

***

Record 6
Formula: C12H14ClIN2O4Zr
Source: the Open Molecules 2025 dataset
Level of theory: wB97M-V/def2-TZVPD

Each line ends with the Löwdin charge.
Cartesian coordinates (Å):
C1 0.106 3.550 1.490  -0.606
C2 2.951 0.049 -0.671  -0.101
H1 -0.466 2.636 1.743  -0.015
H2 0.896 3.393 0.734  0.010
H3 0.549 3.939 2.415  0.044
H4 2.828 -0.131 -1.746  0.066
H5 3.499 1.006 -0.563  0.062
H6 3.606 -0.709 -0.254  0.048
C3 -1.826 1.585 -0.754  -0.109
C4 -3.096 1.513 -1.330  0.002
C5 -3.390 0.453 -2.197  0.019
C6 -2.416 -0.520 -2.400  0.036
H7 -1.552 2.434 -0.111  0.018
H8 -3.823 2.284 -1.093  0.128
H9 -4.355 0.385 -2.693  0.137
H10 -2.580 -1.368 -3.063  0.122
N1 -0.886 0.633 -0.937  -0.015
C7 -1.199 -0.448 -1.707  -0.182
C8 -0.257 -1.584 -1.671  -0.178
N2 0.731 -1.480 -0.752  -0.004
C9 1.564 -2.520 -0.565  -0.111
C10 0.531 -3.776 -2.332  0.012
C11 1.551 -3.653 -1.382  0.017
H11 2.297 -2.412 0.231  0.091
H12 2.336 -4.389 -1.236  0.132
C12 -0.396 -2.745 -2.462  0.039
H13 -1.236 -2.791 -3.155  0.121
H14 0.470 -4.662 -2.962  0.137
Zr1 1.167 0.714 0.438  1.756
I1 -1.219 5.051 0.803  1.054
O1 2.894 0.739 1.842  -0.547
Cl1 2.622 -0.618 2.556  1.092
O2 1.350 -1.052 1.809  -0.518
O3 3.697 -1.561 2.221  -0.330
O4 0.255 1.267 1.936  -0.423

Summary:
max |F|	5.1	eV Å⁻¹
HOMO-LUMO gap (alpha / beta)	3.54 / 3.52	eV
HOMO level (alpha / beta)	-15.69 / -15.68	eV
E_LUMO (alpha / beta)	-12.15 / -12.16	eV
net charge	+2

***

Record 7
Formula: C12H14N
Source: the Open Molecules 2025 dataset
Level of theory: wB97M-V/def2-TZVPD

Each line ends with the natural charge from an NBO analysis.
Cartesian coordinates (Å):
C1 -1.553 -1.373 -1.715  -0.185
C2 -1.211 -0.887 -0.502  -0.092
C3 -1.361 -1.922 0.508  0.283
N1 -1.032 -1.853 1.742  -0.621
C4 -0.658 0.566 -0.279  -0.120
C5 0.753 0.492 -0.048  -0.053
C6 1.597 0.362 -1.157  -0.210
C7 2.934 0.271 -0.920  -0.181
C8 3.453 0.374 0.384  -0.201
C9 2.611 0.579 1.467  -0.189
C10 1.227 0.608 1.249  -0.253
C11 -1.405 1.552 -1.106  -0.400
C12 -1.582 1.467 0.416  -0.423
H1 -1.700 -2.381 -1.964  0.216
H2 -1.642 -0.653 -2.498  0.214
H3 -1.916 -2.713 0.303  0.198
H4 -0.422 -1.056 1.889  0.443
H5 -1.268 -2.640 2.349  0.449
H6 1.384 0.274 -2.248  0.239
H7 3.714 0.314 -1.759  0.237
H8 4.538 0.310 0.694  0.240
H9 3.083 0.749 2.499  0.238
H10 0.402 0.799 1.865  0.204
H11 -2.160 1.119 -1.883  0.241
H12 -0.752 2.435 -1.286  0.249
H13 -1.118 2.138 1.126  0.240
H14 -2.609 1.158 0.633  0.234

Summary:
max |F|	4.8	eV Å⁻¹
HOMO-LUMO gap	7.59	eV
HOMO level	-12.47	eV
SMILES	C=C(C=[NH2+])C1(c2ccccc2)CC1
E_LUMO	-4.88	eV
net charge	+1

***

Record 8
Formula: C12H14N2O3
Source: the Open Molecules 2025 dataset
Level of theory: wB97M-V/def2-TZVPD

Each line ends with the natural charge from an NBO analysis.
Cartesian coordinates (Å):
C1 -4.053 2.461 -1.259  -0.630
C2 -4.172 1.220 -0.280  -0.062
O1 -3.411 1.309 0.945  -0.484
C3 -2.110 0.848 0.940  0.852
N1 -1.465 0.678 -0.229  -0.611
C4 -0.329 -0.022 -0.473  0.205
C5 0.139 -0.462 -1.747  -0.311
C6 1.287 -1.288 -1.782  0.211
N2 1.908 -1.716 -2.946  -0.805
C7 1.971 -1.651 -0.620  -0.290
C8 1.688 -0.993 0.624  0.091
C9 2.493 -1.377 1.813  -0.442
C10 3.583 -0.470 2.231  -0.607
C11 0.496 -0.209 0.635  -0.206
C12 -0.003 0.443 1.862  0.788
O2 0.820 1.048 2.480  -0.506
O3 -1.454 0.482 2.106  -0.504
H1 -4.489 2.292 -2.164  0.212
H2 -2.955 2.708 -1.353  0.227
H3 -4.470 3.405 -0.781  0.207
H4 -5.260 1.166 -0.137  0.196
H5 -3.811 0.284 -0.759  0.202
H6 -0.211 -0.075 -2.694  0.217
H7 2.849 -2.038 -2.886  0.387
H8 1.657 -1.150 -3.814  0.388
H9 2.731 -2.383 -0.806  0.202
H10 2.922 -2.396 1.502  0.210
H11 1.819 -1.518 2.609  0.218
H12 4.600 -0.778 1.870  0.203
H13 3.510 0.573 1.824  0.223
H14 3.718 -0.393 3.287  0.218

Summary:
max |F|	5.7	eV Å⁻¹
HOMO-LUMO gap	8.75	eV
HOMO level	-8.11	eV
SMILES	CCOc1nc2cc(N)cc(CC)c2c(=O)o1
E_LUMO	0.64	eV

***

Table of calculated total energy (a.u.), in record order: -2564.47202 -2532.85496 -545.25483 -3504.89310 -1701.28677 -1680.10871 -520.05878 -800.83512
Table of energy relative to the best compared isomer or geometry (same formula, charge and spin) (kJ/mol), in record order: 158.17 57.12 0.00 69.34 112.38 270.96 291.93 336.67